Entry from the Open Molecules 2025 dataset: a molecular structure, C6H8N2O at a distorted geometry (ωB97M-V/def2-TZVPD).

## Properties
- net charge = 0
- Kohn-Sham gap (eV) = 8.6494
- energy relative to the best compared isomer or geometry (same formula, charge and spin) (kcal/mol) = 143.8
- HOMO level (eV) = -8.263
- calculated total energy (eV) = -11373.1128

Geometry as XYZ:
```
17
Properties=species:S:1:pos:R:3:forces:R:3
C 2.1354 0.3639 -0.8061 -0.344 2.667 0.244
C 0.8717 -0.1773 -0.1495 -2.708 3.377 2.148
C 0.8470 -0.3246 1.3714 -1.931 -0.180 -3.850
C -0.3441 -0.3888 2.0496 0.100 0.294 -0.406
C -1.6081 -0.0656 1.4191 1.200 -0.393 9.967
C -0.3994 0.0521 -0.6902 1.923 -2.391 1.438
H 1.4898 -0.2788 -2.7471 2.927 3.132 1.528
H 2.9886 0.7173 -2.5939 2.313 -0.087 -1.275
H 2.4311 1.4508 -0.5173 -1.228 -1.489 0.798
H 2.9515 -0.1400 -0.4017 1.654 -1.661 0.269
H 1.8255 -0.3794 1.6673 1.964 -0.615 1.915
H -0.4973 -0.7831 3.0451 0.783 0.592 0.395
H -2.5204 0.1574 2.4138 2.264 -0.930 -4.496
H -0.6127 -0.0179 -1.7819 -0.370 0.616 1.312
N 2.1095 0.5898 -2.2307 -5.798 -4.177 -1.126
N -1.5650 -0.1101 0.1875 -0.272 1.272 -7.672
O -2.6104 -0.1054 -0.4934 -2.477 -0.025 -1.189
```
Forces are in eV/Å.

natural (NBO) population analysis, charges in e, atoms 1 to 2: number 1, C, carries -0.247; number 2, C, carries -0.019

=====

Entry from the Open Molecules 2025 dataset: a molecular structure, C12H16F6N5O5OsS4 at a distorted geometry (ωB97M-V/def2-TZVPD).

## Properties
- net charge = +3
- Kohn-Sham gap (spin up / spin down) (eV) = 5.3882 / 5.3697
- HOMO level (spin up / spin down) (eV) = -18.245 / -18.268
- calculated total energy (eV) = -92472.8774

Geometry as XYZ:
```
49
Properties=species:S:1:pos:R:3:forces:R:3
Os -0.0859 0.2314 -0.1551 0.073 0.231 -0.566
C 3.9070 0.1840 1.5505 0.224 0.067 0.005
C 2.4557 0.1903 1.2640 -0.217 -0.132 -0.897
N 1.9201 0.2051 0.0610 0.499 0.318 1.237
N 2.7066 0.2857 -1.0571 0.691 0.177 -0.914
C 2.1767 0.1369 -2.2974 0.510 0.273 0.645
N 2.9316 0.2620 -3.3678 -0.393 -0.086 0.135
S 0.5061 -0.2487 -2.4390 -0.765 -0.532 1.646
C 1.4746 0.1731 2.3470 0.211 0.081 0.786
C 1.7906 0.2882 3.7041 0.000 -0.046 -0.852
C 0.7642 0.3396 4.6396 -0.357 -0.039 -0.053
C -0.5488 0.2407 4.2055 0.350 -0.052 -0.199
C -0.7939 0.0960 2.8391 -0.799 -0.185 0.548
N 0.1845 0.0716 1.9522 0.284 -0.035 -1.471
H 4.5133 -0.1412 0.7097 0.033 -0.097 0.003
H 4.1188 -0.4784 2.3887 -0.013 -0.096 -0.047
H 4.2560 1.1747 1.8551 -0.096 0.108 -0.041
H 3.6838 0.5640 -0.9535 -0.365 -0.092 0.095
H 3.9124 0.5168 -3.3610 -0.007 -0.072 0.126
H 2.5176 0.1180 -4.2833 0.060 0.074 0.043
H 2.8157 0.3517 4.0342 0.108 0.023 -0.067
H 0.9905 0.4546 5.6916 0.010 -0.013 0.004
H -1.3716 0.2713 4.9052 -0.089 0.007 -0.063
H -1.8070 -0.0003 2.4700 -0.001 0.049 -0.076
F -4.1507 2.0825 -2.9972 -0.095 0.023 0.353
C -3.5089 1.0966 -2.4395 0.221 -0.219 -0.134
F -4.1124 -0.0535 -2.6271 -0.146 0.142 0.328
F -2.2737 1.0148 -2.9530 0.146 0.126 -0.146
S -3.1972 1.3777 -0.5929 0.025 0.534 -1.104
O -2.1176 0.3655 -0.3640 0.605 -1.355 0.458
O -4.3448 1.1632 0.1792 -0.480 0.082 0.298
N -2.5632 2.8128 -0.5401 0.628 0.613 0.157
S -1.0177 2.9938 -0.3476 -2.530 0.759 -0.370
O -0.2346 2.3762 -1.4100 1.313 -1.237 -0.413
O -0.5420 2.4479 0.9133 0.846 -1.324 0.986
C -0.7673 4.8632 -0.3002 0.178 0.775 0.172
F -1.5190 5.3187 0.6694 -0.056 -0.206 -0.072
F -1.0748 5.4079 -1.4464 -0.069 -0.439 0.034
F 0.5113 5.0550 -0.0200 -0.143 -0.351 -0.106
C -1.4520 -4.2674 0.7625 0.511 0.100 -0.327
S 0.2416 -3.6128 0.7417 -0.181 -1.476 0.894
C 1.0207 -4.6950 -0.5008 -0.526 0.340 0.148
O 0.1914 -2.2521 0.0894 -0.308 3.083 -1.495
H -1.8308 -4.3559 -0.2514 -0.012 0.009 -0.113
H -2.0878 -3.6096 1.3489 0.145 0.124 0.092
H -1.4131 -5.2428 1.2404 0.063 -0.128 0.049
H 1.2209 -5.6508 -0.0252 -0.037 -0.096 0.165
H 1.9587 -4.2459 -0.8120 0.061 0.139 0.154
H 0.3671 -4.8297 -1.3579 -0.111 0.050 -0.037
```
Forces are in eV/Å.

natural (NBO) population analysis, charges in e, atoms 1 to 2: number 1, Os, carries 1.419; number 2, C, carries -0.710

=====

Entry from the Open Molecules 2025 dataset: a single C4H8O2 molecule (ωB97M-V/def2-TZVPD).

## Properties
- net charge = 0
- Kohn-Sham gap (eV) = 10.3454
- energy relative to the best compared isomer or geometry (same formula, charge and spin) (kcal/mol) = 46.6
- SMILES = CCOCC=O
- HOMO level (eV) = -9.637
- calculated total energy (eV) = -8371.2621

Geometry as XYZ:
```
14
Properties=species:S:1:pos:R:3:forces:R:3
C 1.4920 -1.0049 -0.8135 -0.047 -0.062 -0.003
C 0.1185 -0.3493 -0.8845 0.202 0.328 -0.172
O -0.7260 -0.7855 0.1901 -0.091 0.131 0.261
C -1.5021 0.2575 0.8088 0.078 -0.223 -0.222
C -0.4946 1.2981 1.2357 0.291 0.290 -0.238
O -0.0637 2.1158 0.4527 -0.371 0.251 0.839
H 1.5143 -2.0423 -1.1580 -0.125 0.100 0.090
H 1.8626 -0.9763 0.2173 -0.070 0.010 -0.153
H 2.1891 -0.4252 -1.4318 -0.138 -0.165 0.065
H 0.2752 0.7251 -0.7863 0.003 -0.351 -0.416
H -0.3798 -0.5005 -1.8510 -0.010 -0.255 0.174
H -2.0198 -0.1791 1.6730 0.199 -0.028 -0.304
H -2.2412 0.6889 0.1186 0.201 -0.053 0.035
H -0.0245 1.1776 2.2289 -0.120 0.025 0.045
```
Forces are in eV/Å.

natural (NBO) population analysis, charges in e, atoms 1 to 2: number 1, C, carries -0.626; number 2, C, carries -0.095

=====

Entry from the Open Molecules 2025 dataset: 3 unconnected molecules or ions with the total composition C31H42F5IO10P2 at a distorted geometry (ωB97M-V/def2-TZVPD).

## Properties
- net charge = 0
- Kohn-Sham gap (eV) = 8.5127
- SMILES = O=C1c2ccccc2C(=O)c2cc(CCCC(F)(F)C(F)(F)F)c(I)cc21.CCOP(=O)(OCC)OCC.CCOP(=O)(OCC)OCC
- HOMO level (eV) = -9.482
- calculated total energy (eV) = -93572.7263

Geometry as XYZ:
```
91
Properties=species:S:1:pos:R:3:forces:R:3
O -3.5942 0.4181 -4.1122 -0.122 0.197 -0.016
C -4.3666 0.7092 -3.2277 -0.093 0.189 -0.335
C -4.0364 1.6777 -2.1371 -0.036 0.243 0.590
C -3.3165 2.8439 -2.3391 0.188 0.027 -0.318
C -3.0697 3.7098 -1.2829 0.045 0.093 0.068
C -3.5056 3.4212 0.0058 0.006 -0.109 -0.499
C -4.2251 2.2530 0.2162 0.090 -0.027 0.431
C -4.4998 1.4080 -0.8415 -0.106 -0.443 -0.508
C -5.3064 0.1548 -0.6902 0.115 0.099 0.112
O -5.1986 -0.5995 0.2481 -0.305 0.193 0.063
C -6.2305 -0.0966 -1.8445 -0.147 -0.021 -0.108
C -7.5180 -0.5657 -1.6690 0.378 0.007 -0.079
C -8.3488 -0.7896 -2.7700 -0.075 -0.496 0.087
C -9.7536 -1.2530 -2.4841 -0.239 0.947 0.532
C -10.5880 -0.0828 -1.8573 0.193 -0.388 -0.310
C -10.1983 1.2876 -2.4013 -1.012 0.153 -0.148
C -11.1832 2.3860 -1.9784 1.357 -0.749 0.444
F -10.7753 2.8258 -0.7500 -0.303 0.371 -0.026
F -12.4455 1.9412 -1.8381 -0.205 0.274 -0.245
C -11.1297 3.5626 -2.9699 -0.568 0.273 0.170
F -11.7838 3.2283 -4.0861 0.048 -0.061 -0.123
F -11.6941 4.6615 -2.4724 -0.072 0.013 0.084
F -9.8697 3.8580 -3.2898 0.148 -0.054 0.026
C -7.8343 -0.5596 -4.0455 -0.138 -0.021 -0.181
I -9.0017 -0.9059 -5.7648 0.146 0.093 0.141
C -6.5396 -0.0894 -4.2429 -0.050 -0.113 0.140
C -5.7564 0.1578 -3.1337 0.429 0.054 0.368
H -2.9608 3.1026 -3.3289 0.016 -0.126 -0.018
H -2.5288 4.6264 -1.4795 0.018 -0.008 0.047
H -3.2870 4.1112 0.8084 -0.063 -0.074 0.089
H -4.5783 1.9890 1.2055 -0.011 -0.014 -0.017
H -7.8639 -0.7325 -0.6550 -0.124 -0.144 -0.071
H -9.7216 -2.0236 -1.7145 0.021 -0.270 -0.274
H -10.2766 -1.6169 -3.3621 0.210 -0.145 -0.070
H -10.4804 -0.1478 -0.7743 -0.079 0.311 0.022
H -11.6347 -0.2524 -2.1069 -0.017 -0.096 0.200
H -10.2291 1.2604 -3.4945 0.313 -0.102 0.005
H -9.2293 1.6321 -2.0494 0.120 -0.095 -0.231
H -6.1401 0.0895 -5.2316 -0.028 -0.024 -0.014
C -1.7560 -1.4780 1.8614 0.116 0.046 -0.167
C -0.4078 -1.1582 2.4829 -0.320 0.077 0.258
O 0.6752 -1.6132 1.6754 -0.336 0.394 -0.546
P 1.1021 -0.7683 0.3550 4.135 -3.177 2.540
O 1.3314 0.6291 0.7824 -2.145 0.553 -1.660
O 2.5982 -1.3518 0.1182 -0.381 -0.034 -0.282
C 3.7397 -0.5014 0.1512 0.236 0.124 0.214
C 4.3387 -0.4386 1.5438 -1.538 -0.054 0.593
O 0.5269 -1.7939 -0.7635 -1.062 2.336 -0.331
C -0.6155 -1.4677 -1.5740 -0.472 -0.158 -0.307
C -0.7248 0.0033 -1.9067 0.061 0.135 0.182
H -1.9220 -0.8783 0.9610 -0.053 0.024 0.049
H -2.5660 -1.2609 2.5581 0.001 0.016 -0.009
H -1.8061 -2.5291 1.5756 -0.015 -0.015 0.058
H -0.3188 -0.0847 2.6700 0.102 -0.010 -0.055
H -0.3145 -1.6661 3.4428 0.132 -0.065 -0.059
H 3.4952 0.4942 -0.2171 -0.128 0.017 0.109
H 4.4687 -0.9265 -0.5418 -0.107 -0.109 -0.035
H 3.5750 -0.2287 2.2968 -0.178 0.056 -0.205
H 5.0734 0.3459 1.6112 -0.316 0.412 0.282
H 4.7829 -1.3962 1.8095 -0.021 -0.002 0.085
H -1.5230 -1.8201 -1.0759 0.062 0.016 0.093
H -0.5212 -2.0447 -2.4939 0.175 -0.074 0.087
H -0.8390 0.6111 -1.0012 -0.035 -0.025 -0.071
H -1.5932 0.1799 -2.5407 0.035 -0.030 -0.063
H 0.1677 0.3520 -2.4295 -0.025 -0.010 -0.019
C 12.9107 0.5908 2.9985 -0.085 -0.159 0.052
C 11.6114 0.9895 2.3215 0.191 0.336 0.115
O 10.9407 -0.1296 1.7530 0.075 -0.346 0.684
P 10.1035 -1.1442 2.7103 -1.707 0.433 -5.555
O 9.1593 -0.3218 3.4978 1.509 -0.907 2.184
O 9.1705 -1.8668 1.6047 0.290 -0.208 0.311
C 7.7440 -1.7860 1.6643 -0.248 0.184 -0.097
C 7.2098 -0.6196 0.8620 -0.254 0.095 -0.324
O 11.1376 -2.3999 2.6590 -0.380 0.731 2.479
C 11.9037 -2.8124 3.8020 0.430 -0.237 0.221
C 11.1848 -2.6209 5.1209 -0.147 0.173 -0.046
H 12.7137 0.0044 3.9011 0.017 0.052 0.016
H 13.4803 1.4732 3.2917 -0.018 0.006 0.001
H 13.5186 -0.0194 2.3297 0.017 0.052 -0.031
H 10.9569 1.5092 3.0262 -0.072 -0.071 -0.032
H 11.8204 1.6767 1.5017 -0.074 -0.100 -0.089
H 7.4066 -1.7401 2.7004 0.101 0.113 0.028
H 7.3636 -2.7204 1.2468 0.156 -0.045 -0.012
H 7.7336 0.3077 1.1030 -0.014 -0.045 0.181
H 6.1252 -0.4801 1.0606 2.286 -0.437 -0.663
H 7.3583 -0.7984 -0.2065 0.024 -0.011 0.025
H 12.8628 -2.2876 3.8034 -0.060 0.078 -0.049
H 12.1264 -3.8700 3.6591 -0.087 0.024 -0.174
H 10.9594 -1.5651 5.3042 0.031 -0.063 0.021
H 11.8030 -2.9774 5.9445 0.026 -0.033 -0.028
H 10.2406 -3.1678 5.1300 0.022 -0.012 0.014
```
Forces are in eV/Å.

Löwdin population analysis, charges in e, atoms 1 to 2: number 1, O, carries 0.128; number 2, C, carries -0.285